Computed, not measured: C3H3NOS2 in the gas phase, with ωB97M-V/def2-TZVPD.

The geometry in XYZ format:
```
10
C3H3NOS2, DFT ωB97M-V/def2-TZVPD
H -2.055 -2.174 0.001
N 0.950 0.949 -0.007
C -0.902 -0.198 -0.007
C 1.318 -0.352 -0.001
H -0.959 1.998 0.008
C -0.444 1.060 -0.003
O 0.159 -1.068 -0.003
S 2.832 -1.013 -0.002
H 1.615 1.681 0.016
S -2.515 -0.883 -0.002
```

gap between HOMO and LUMO = 0.3148 Ha
2S+1 = 1
energy above the lowest of the compared OMol25 structures with the same formula, charge and spin = 0.773 eV
total charge = 0
E_tot = -1042.470289 a.u.
SMILES string = S=c1[nH]cc(S)o1

These are the Mulliken partial charges, in e, on atoms 1 to 6: H 0.169; N 0.002; C 0.419; C 0.126; H 0.424; C -0.360